[1]
Here is 2 unconnected molecules or ions with the total composition C6H16S from the OMol25 dataset. Energies are from ωB97M-V with the def2-TZVPD basis set.

Calculated values
charge	0
SMILES	CC(C)C.CCS
spin multiplicity	1
max |F|	0.059	hartree/bohr
frontier orbital gap	9.8117	eV

Last column: Löwdin charge in e.
Element x y z (Å)
H: -3.18 -0.34 2.37  0.05
C: 2.69 0.14 -1.20  -0.09
H: -0.23 1.42 -0.87  0.06
H: 1.75 -2.29 -1.25  0.07
H: -2.35 -0.43 0.77  0.07
H: 0.45 -2.09 -0.25  0.07
C: 1.25 -0.19 -0.85  -0.45
H: 0.15 -1.81 -1.95  0.06
H: -2.93 2.03 0.21  -0.16
H: -0.60 0.10 -2.02  0.05
C: 0.87 -1.65 -1.17  -0.09
C: 0.18 0.71 -1.59  -0.08
H: 2.72 0.34 -2.29  0.08
H: 3.38 -0.70 -1.13  0.07
H: -1.18 0.12 3.66  0.07
C: -1.13 0.08 2.56  -0.23
H: 0.39 1.35 -2.46  0.07
H: 3.01 1.11 -0.79  0.08
H: -0.47 -0.74 2.19  0.08
S: -3.01 1.81 1.55  0.64
H: -0.47 0.95 2.52  0.06
H: 1.07 0.02 0.22  0.11
C: -2.37 0.07 1.75  -0.58

[2]
Here is 14 unconnected molecules or ions with the total composition C4H36NO15 from the OMol25 dataset. Energies are from ωB97M-V with the def2-TZVPD basis set.

Calculated values
charge	+1
spin multiplicity	1
max |F|	0.158	hartree/bohr
frontier orbital gap	10.7695	eV

Last column: Löwdin charge in e.
Element x y z (Å)
H: 0.95 0.77 -2.96  0.02
N: 1.76 -0.64 0.97  0.19
H: 3.61 -3.33 -1.60  0.11
O: 0.75 4.19 1.04  -0.09
H: -2.44 -0.45 -4.33  0.03
H: 3.26 2.39 2.11  0.10
H: 4.01 -1.72 -0.94  0.02
H: 1.51 0.64 -4.51  0.08
H: -3.33 -1.19 -1.47  0.04
O: -3.07 -1.92 -0.89  -0.04
C: 1.62 -0.60 -0.56  -0.13
H: -1.21 -4.67 1.55  0.06
H: -1.80 -3.43 2.38  0.02
H: -1.92 1.71 -0.20  0.11
H: 0.87 -2.48 3.28  0.10
O: 1.01 3.52 -2.79  -0.08
O: -2.40 -1.84 1.75  -0.05
H: 1.58 -2.76 -0.29  0.13
H: 0.92 5.17 1.01  0.11
O: 0.48 -2.42 2.38  -0.08
H: 3.58 -1.58 -2.50  0.13
H: -2.32 -1.62 0.77  0.05
H: 1.33 -2.26 -2.03  0.12
H: -2.07 -0.28 2.47  0.05
H: 1.85 2.73 1.43  0.04
O: -2.69 1.01 -0.06  -0.08
O: -0.67 -0.57 0.09  0.02
H: -2.44 -2.39 -1.46  0.07
H: 1.27 1.45 2.87  0.00
H: -3.31 -1.90 1.91  0.06
O: -0.17 0.38 -1.93  0.02
O: 0.62 0.89 3.41  -0.11
H: -2.19 0.29 -3.01  0.05
C: 0.16 -0.15 -0.87  -0.44
H: 1.38 2.85 -3.38  0.01
H: -0.06 -3.25 2.39  0.02
H: 0.90 -1.19 1.26  0.09
H: -1.62 -0.03 0.13  0.09
H: 0.50 4.19 -3.34  0.10
C: 1.93 -2.07 -1.14  -0.19
H: 2.63 -1.19 1.38  0.23
H: -2.88 1.02 0.93  0.07
O: 0.02 2.34 -0.56  -0.04
O: -1.91 0.71 2.37  -0.08
O: 1.75 0.97 -3.60  -0.13
C: 3.36 -2.23 -1.52  -0.11
H: 2.34 0.12 -1.05  0.17
H: 0.56 1.29 4.34  0.11
H: -1.09 0.79 2.82  -0.03
O: -1.42 -4.33 2.43  -0.05
H: 0.02 2.61 -1.58  0.11
H: 1.81 0.32 1.20  0.06
H: -0.16 4.11 1.55  0.16
H: 0.38 3.00 -0.14  -0.11
O: -2.31 -0.59 -3.41  -0.04
O: 2.38 2.03 1.87  -0.04

[3]
Here is a molecular structure, C2H4LiNaO2 from the OMol25 dataset. Energies are from ωB97M-V with the def2-TZVPD basis set.

Calculated values
charge	-1
spin multiplicity	2
max |F|	0.021	hartree/bohr
frontier orbital gap (alpha / beta)	3.2257 / 6.3253	eV

Last column: Löwdin charge in e.
Element x y z (Å)
H: 1.44 -1.78 0.89  0.02
H: 1.46 2.78 0.79  -0.16
Li: -2.98 -0.49 -0.73  0.26
O: -1.08 -0.36 -0.80  -0.43
Na: -0.61 1.95 -1.16  0.30
H: -0.32 -2.25 -0.73  0.08
O: 1.12 2.66 -0.09  -0.57
C: -0.21 -1.23 -0.32  -0.48
C: 0.68 -1.03 0.70  -0.06
H: 0.49 -0.27 1.46  0.04

[4]
Here is a molecular structure, C17H9BrF5O7SeV from the OMol25 dataset. Energies are from ωB97M-V with the def2-TZVPD basis set.

Calculated values
charge	+1
spin multiplicity	2
max |F|	0.050	hartree/bohr
frontier orbital gap (alpha / beta)	6.8461 / 7.5380	eV

Last column: Löwdin charge in e.
Element x y z (Å)
F: -4.16 -0.96 1.66  0.10
C: 1.42 -2.36 -2.97  -0.45
C: 3.12 -2.37 -0.20  -0.06
F: -5.88 1.06 1.17  0.15
F: -2.18 -0.29 -2.56  0.09
H: 3.91 -2.98 -0.64  0.16
O: 2.64 -1.39 -1.10  -0.13
H: -0.29 3.02 0.02  0.13
H: 3.55 -2.42 -2.69  0.15
C: 0.37 2.96 0.88  0.01
F: -3.91 1.72 -3.04  0.15
F: -5.75 2.40 -1.18  0.16
H: 0.49 5.08 1.18  0.12
H: 2.88 -0.81 -3.04  0.16
C: 1.63 1.60 2.45  -0.04
O: 2.47 -4.28 1.01  0.22
H: 2.01 4.90 3.12  0.11
C: 2.06 2.75 3.08  -0.67
C: 0.79 1.72 1.34  -0.13
H: 1.74 -4.83 1.33  0.17
C: -4.98 0.72 0.26  -0.13
O: -0.32 0.55 -0.44  -0.05
C: 0.81 4.10 1.52  -0.03
O: 0.72 -0.67 1.01  -0.06
O: 0.36 -1.86 -2.26  -0.15
O: 0.83 -3.13 0.04  0.00
C: -3.10 0.02 -1.64  -0.25
C: -3.97 1.06 -1.90  -0.13
C: 0.38 0.51 0.64  -0.47
C: 2.02 -3.29 0.28  -0.42
C: -4.09 -0.32 0.50  -0.24
C: -3.14 -0.68 -0.44  -0.43
Se: -1.97 -2.15 -0.09  1.04
C: 2.72 -1.74 -2.49  -0.04
Br: 3.21 2.63 4.57  0.80
C: 1.66 4.00 2.62  -0.08
H: 1.93 0.63 2.81  0.12
V: 0.09 -1.28 -0.70  0.87
C: -4.91 1.40 -0.94  -0.12
H: 3.53 -1.86 0.67  0.17
O: 1.31 -3.16 -3.84  0.22

[5]
Here is 2 unconnected molecules or ions with the total composition C5H14 from the OMol25 dataset. Energies are from ωB97M-V with the def2-TZVPD basis set.

Calculated values
charge	0
SMILES	CCC.CC
spin multiplicity	1
max |F|	0.062	hartree/bohr
frontier orbital gap	12.0055	eV

Last column: Löwdin charge in e.
Element x y z (Å)
H: 0.84 -0.22 -3.57  0.06
H: 2.35 0.54 -1.67  0.07
H: 1.68 1.09 -0.25  0.05
H: 0.08 -1.05 1.74  0.05
H: -1.90 -0.12 3.58  0.06
C: 0.02 -0.74 2.79  -0.16
H: -0.10 -0.44 -0.84  0.09
H: 0.56 -1.59 3.26  0.07
H: -0.80 -0.27 -3.48  0.04
H: -0.27 1.22 -3.54  0.07
C: -1.46 -0.98 3.04  -0.21
C: 0.03 0.27 -3.13  -0.12
H: 1.33 2.06 -1.70  0.04
H: 0.20 0.32 2.97  0.07
C: 0.05 0.39 -1.59  -0.27
H: -2.17 -1.04 2.21  0.05
C: 1.47 1.10 -1.32  -0.12
H: -0.69 1.07 -1.18  0.08
H: -1.75 -1.82 3.69  0.06

[6]
Here is a molecular structure, C10H7IrN2O5 from the OMol25 dataset. Energies are from ωB97M-V with the def2-TZVPD basis set.

Calculated values
charge	+2
spin multiplicity	5
max |F|	0.147	hartree/bohr
frontier orbital gap (alpha / beta)	5.5980 / 5.7552	eV

Last column: Löwdin charge in e.
Element x y z (Å)
N: 0.44 -0.12 -0.01  -0.09
H: 1.66 -1.81 -0.11  0.11
H: 1.90 1.61 4.15  0.18
C: 1.40 -0.93 0.47  -0.06
O: -4.96 3.57 -0.49  0.05
C: -0.73 -2.39 -1.87  -0.26
C: 1.69 0.50 2.36  -0.19
O: -0.85 -3.51 -2.14  0.21
N: 2.22 0.80 3.60  0.34
O: -1.84 -0.25 -4.58  0.17
C: 1.81 -1.48 -2.69  0.00
H: 2.89 0.21 4.08  0.17
C: -1.30 -0.38 -3.55  -0.33
H: 0.37 2.22 2.38  0.16
O: 2.86 -1.15 -3.07  0.11
H: -0.69 1.58 0.21  0.12
C: 0.07 0.96 0.67  -0.07
C: -2.20 -0.46 -0.88  -0.45
O: -2.78 -1.10 -0.02  0.13
C: 2.08 -0.67 1.65  0.11
H: 2.83 -1.35 2.05  0.15
C: 0.70 1.35 1.82  0.09
C: -4.45 2.67 -0.97  0.02
Ir: -0.61 -0.45 -1.84  1.24
H: -2.51 0.57 -1.22  0.09